{"formula": "C29H54BrCl2F4N3OP", "method": "ωB97M-V/def2-TZVPD", "homo_lumo_gap_ev": 7.50, "total_energy_ev": -152706.6083, "homo_ev": -12.375, "total_charge": 1, "e_lumo_ha": -0.17923, "species": ["C", "C", "C", "C", "C", "C", "C", "C", "C", "C", "C", "C", "C", "C", "C", "C", "C", "C", "N", "C", "F", "F", "C", "F", "F", "C", "Cl", "C", "C", "C", "C", "Cl", "P", "O", "N", "Br", "H", "H", "H", "H", "H", "H", "H", "H", "H", "H", "H", "H", "H", "H", "H", "H", "H", "H", "H", "H", "H", "H", "H", "H", "H", "H", "H", "H", "H", "H", "H", "H", "H", "H", "H", "H", "H", "H", "H", "H", "H", "H", "H", "H", "H", "H", "H", "C", "C", "C", "C", "N", "H", "H", "H", "H", "H", "H", "H"], "positions_angstrom": [[5.2737, 0.0201, 0.9698], [5.7059, 1.0684, -0.0744], [4.5503, 1.6405, -0.9140], [3.2146, 1.7458, -0.1701], [2.3196, 2.8752, -0.6800], [2.0186, 2.7944, -2.1816], [1.6002, 1.4061, -2.6858], [0.1242, 1.0885, -2.4133], [-0.3360, -0.2124, -3.0810], [0.3594, -1.4877, -2.5755], [-0.5636, -2.4247, -1.7802], [-1.3040, -1.8532, -0.5492], [-0.7868, -2.3854, 0.7983], [0.4588, -1.6757, 1.3269], [0.2418, -0.2230, 1.7786], [-0.9799, 0.0166, 2.6754], [-2.2584, 0.3266, 1.8950], [-2.0724, 1.6208, 1.1195], [-3.3197, 2.2366, 0.6760], [-3.0914, 3.3458, -0.2258], [-4.0844, 4.2337, -0.1080], [-1.9308, 3.9908, 0.0560], [-2.9983, 2.8724, -1.7138], [-2.7580, 1.5425, -1.7567], [-4.1693, 3.1082, -2.3291], [-4.2133, 2.5052, 1.7587], [-3.5017, 3.6783, 2.9683], [-4.6338, 1.2140, 2.4734], [-5.6630, 0.4267, 1.6443], [-5.2160, -0.2061, 0.3015], [-5.2869, -1.7285, 0.2400], [-6.8799, -2.3408, 0.7367], [-5.5814, 1.7221, 4.0206], [-6.5516, 2.7892, 3.7359], [-3.4058, 0.4258, 2.8960], [-3.8655, -1.3065, 3.5399], [4.3762, -0.5033, 0.6600], [6.0887, -0.6844, 1.1318], [5.0678, 0.5035, 1.9277], [6.4002, 0.5856, -0.7653], [6.2635, 1.8661, 0.4190], [4.8200, 2.6353, -1.2802], [4.4285, 1.0035, -1.7920], [2.6879, 0.7916, -0.2369], [3.4109, 1.9123, 0.8935], [1.3838, 2.8839, -0.1092], [2.8226, 3.8241, -0.4741], [1.1939, 3.4827, -2.3980], [2.8699, 3.1581, -2.7582], [1.7402, 1.3791, -3.7709], [2.2386, 0.6335, -2.2607], [-0.4766, 1.9332, -2.7608], [-0.0319, 1.0097, -1.3262], [-1.4125, -0.3287, -2.9175], [-0.1710, -0.0740, -4.1514], [0.7137, -2.0714, -3.4274], [1.2572, -1.2493, -1.9992], [0.0238, -3.2841, -1.4477], [-1.3145, -2.7933, -2.4816], [-1.3021, -0.7585, -0.5779], [-2.3487, -2.1725, -0.6283], [-1.5768, -2.3516, 1.5547], [-0.5305, -3.4368, 0.6531], [1.2057, -1.6503, 0.5266], [0.9133, -2.2524, 2.1357], [1.1220, 0.0769, 2.3466], [0.2263, 0.4277, 0.9033], [-0.7884, 0.8682, 3.3396], [-1.1177, -0.8603, 3.3133], [-2.5106, -0.5044, 1.2419], [-1.5072, 1.3386, 0.2318], [-1.4528, 2.3132, 1.6937], [-2.2057, 3.4118, -2.2344], [-5.1338, 2.9440, 1.3897], [-6.4349, 1.1634, 1.4141], [-6.1670, -0.3166, 2.2615], [-4.2202, 0.1036, -0.0097], [-5.8907, 0.1630, -0.4716], [-4.5164, -2.2193, 0.8318], [-5.1379, -2.0374, -0.7929], [-4.5911, 1.9609, 4.9968], [-6.1856, 0.5108, 4.4030], [-3.0225, 0.8834, 3.7320], [6.9091, -3.7673, -0.4052], [5.7711, -4.6851, -0.8334], [4.9395, -4.1020, -1.9818], [4.3116, -2.8330, -1.6086], [3.8307, -1.8318, -1.3171], [6.5298, -2.8166, -0.0271], [7.4962, -4.2282, 0.3882], [7.5800, -3.5570, -1.2401], [5.1178, -4.8872, 0.0177], [6.1738, -5.6447, -1.1600], [4.1492, -4.7929, -2.2783], [5.5683, -3.9230, -2.8558]], "forces_ev_per_a": [[0.254, 0.565, 0.088], [-0.144, -0.367, -0.108], [-0.020, 0.026, 0.125], [0.094, 0.180, 0.149], [0.141, -0.210, -0.109], [-0.311, -0.097, 0.052], [-0.310, 0.318, -0.160], [0.482, -0.299, 0.300], [-0.073, 0.263, 0.208], [-0.005, -0.060, 0.136], [0.115, 0.220, -0.008], [-0.098, -0.275, 0.017], [0.351, 0.124, -0.204], [0.001, 0.168, -0.278], [0.243, -0.163, 0.007], [-0.021, -0.019, 0.017], [0.255, -0.296, 0.097], [0.064, -0.138, -0.295], [0.015, 0.363, 0.642], [-0.151, -0.419, -0.397], [-0.034, 0.041, -0.023], [0.035, -0.021, 0.091], [-0.046, 0.413, 0.007], [-0.036, -0.064, 0.016], [-0.097, -0.149, 0.049], [0.191, -0.214, -0.160], [0.062, -0.086, 0.028], [-0.407, -0.132, 0.311], [0.335, 0.060, -0.553], [-0.347, -0.185, 0.015], [0.300, 0.193, -0.308], [-0.013, -0.088, 0.130], [-0.662, 0.098, -0.106], [0.162, 0.074, -0.088], [0.062, 0.241, -0.025], [0.017, -0.001, 0.154], [0.069, -0.230, -0.057], [-0.111, -0.133, 0.081], [-0.036, -0.080, 0.017], [0.093, 0.119, 0.010], [-0.040, 0.033, 0.014], [0.096, -0.032, -0.032], [-0.092, 0.063, -0.053], [-0.038, -0.091, 0.071], [-0.054, 0.039, 0.010], [-0.021, 0.000, 0.010], [-0.111, 0.059, 0.011], [0.104, 0.115, -0.086], [0.099, -0.097, 0.063], [0.053, -0.058, 0.005], [0.056, -0.055, -0.088], [-0.036, -0.079, -0.067], [0.018, 0.079, -0.009], [-0.015, 0.073, -0.230], [-0.109, -0.189, -0.053], [0.081, 0.039, -0.006], [-0.059, 0.051, 0.063], [-0.045, -0.098, -0.110], [0.010, -0.119, 0.018], [0.010, 0.014, -0.016], [-0.057, 0.177, -0.018], [-0.035, -0.129, 0.035], [-0.168, -0.060, 0.125], [0.072, -0.052, 0.052], [-0.146, 0.011, 0.087], [0.056, 0.077, -0.046], [-0.031, 0.089, 0.031], [0.005, 0.009, -0.029], [-0.070, -0.005, -0.026], [-0.198, 0.129, -0.090], [0.032, 0.092, 0.032], [-0.105, 0.070, 0.068], [0.053, -0.078, 0.000], [0.065, 0.285, 0.158], [-0.038, 0.038, 0.168], [0.097, -0.060, 0.019], [0.001, 0.027, 0.034], [0.055, 0.062, -0.017], [-0.129, -0.034, 0.157], [-0.030, -0.038, 0.019], [0.064, -0.150, -0.042], [0.261, -0.067, 0.089], [0.055, 0.135, -0.097], [-0.015, -0.013, 0.017], [0.105, 0.040, 0.078], [0.007, -0.056, 0.110], [0.009, 0.047, -0.118], [-0.157, -0.060, -0.032], [-0.009, 0.014, -0.026], [0.009, 0.001, -0.008], [0.002, 0.004, 0.001], [-0.023, -0.015, -0.024], [-0.050, -0.008, -0.038], [0.002, 0.010, -0.036], [-0.014, 0.019, -0.013]], "lowdin_charge": [-0.127, -0.239, -0.213, -0.236, -0.205, -0.197, -0.196, -0.213, -0.191, -0.191, -0.183, -0.189, -0.197, -0.172, -0.166, -0.154, -0.294, -0.118, -0.033, -0.474, 0.147, 0.120, -0.270, 0.077, 0.113, -0.566, 0.725, -0.548, -0.212, -0.232, -0.609, 0.613, 0.707, -0.364, -0.338, 1.021, 0.024, 0.057, 0.066, 0.097, 0.102, 0.111, 0.095, 0.080, 0.109, 0.092, 0.113, 0.103, 0.108, 0.122, 0.077, 0.095, 0.084, 0.097, 0.114, 0.112, 0.072, 0.108, 0.111, 0.083, 0.099, 0.075, 0.116, 0.106, 0.119, 0.123, 0.087, 0.131, 0.096, 0.100, 0.108, 0.127, 0.167, 0.129, 0.131, 0.048, 0.087, 0.123, 0.029, 0.078, 0.022, 0.027, 0.101, -0.099, -0.255, -0.178, -0.189, 0.190, 0.054, 0.077, 0.081, 0.111, 0.110, 0.119, 0.125]}